1.
Entry from the Open Molecules 2025 dataset: a single C3H7NOS molecule in a non-equilibrium geometry (ωB97M-V with the def2-TZVPD basis set).

Values from the calculation:
HOMO-LUMO gap (eV): 8.4
Max |F| (eV/A): 4.02
E (Ha): -646.655714

Last column: Löwdin charge in e.
Cartesian coordinates (Å):
C1 -1.22492 0.34428 0.12411  -0.917
C2 -0.32662 -0.78588 0.45666  -0.256
C3 1.01236 -0.78012 -0.28199  -0.213
H1 -1.47730 2.30154 0.08990  0.148
H2 0.24583 1.51883 -0.01123  0.069
H3 -0.89745 -1.63535 -0.02114  0.082
H4 -0.29675 -0.82974 1.61587  0.162
H5 1.59676 -1.55282 0.24081  0.115
H6 0.83538 -0.95857 -1.41893  0.159
H7 2.39318 0.54298 -0.64139  0.059
N1 -0.74909 1.54203 0.05619  0.118
O1 1.70418 0.47359 -0.03358  -0.080
S1 -2.81556 -0.18075 -0.17528  0.554

Forces on atoms 1 to 3 (eV/Å):
C -3.03 -2.59 -0.51
C 0.00 -0.96 -0.15
C 0.05 0.00 0.23

***

2.
Entry from the Open Molecules 2025 dataset: a molecular structure, C4H8N3 in a non-equilibrium geometry (ωB97M-V with the def2-TZVPD basis set).

Values from the calculation:
HOMO-LUMO gap (eV): 10.9
Max |F| (eV/A): 4.50
E (Ha): -321.069503
Net charge: +1

Last column: Löwdin charge in e.
Cartesian coordinates (Å):
C1 -0.29325 -0.24767 -0.33448  -0.479
C2 0.05130 1.57924 0.30725  0.142
C3 -2.17876 -0.15237 0.09254  0.027
C4 2.09115 -0.59160 -0.12933  -0.044
N1 -1.06828 0.83253 -0.24926  0.046
N2 0.90348 0.15620 -0.25404  0.066
N3 -1.18185 -1.19553 -0.29764  0.213
H1 0.30426 2.46352 -0.34429  0.143
H2 0.38603 1.77191 1.35950  0.149
H3 -2.45489 -0.09268 1.06894  0.093
H4 -3.12557 -0.05081 -0.64197  0.189
H5 2.78197 -0.33189 -0.87791  0.068
H6 2.82589 -0.29019 0.70943  0.133
H7 2.07009 -1.68034 -0.15067  0.105
H8 -1.11158 -2.17033 -0.25804  0.149

Forces on atoms 1 to 3 (eV/Å):
C -0.52 -0.10 -1.35
C 2.77 0.49 -0.95
C -1.65 0.52 -4.15

***

3.
Entry from the Open Molecules 2025 dataset: a single C26H34N4O4 molecule (ωB97M-V with the def2-TZVPD basis set).

Values from the calculation:
HOMO-LUMO gap (eV): 9.1
Max |F| (eV/A): 0.72
E (Ha): -1531.219211

Last column: Löwdin charge in e.
Cartesian coordinates (Å):
C1 -6.32738 -2.62426 0.04194  -0.103
H1 -6.60159 -1.60368 -0.20841  0.065
C2 -6.05868 -2.75818 1.53590  -0.258
H2 -6.95859 -2.48942 2.09373  0.106
C3 -4.89412 -1.88939 2.01286  -0.187
C4 -5.18703 -0.38622 1.94767  -0.191
O1 -5.18142 0.14382 0.63767  -0.060
C5 -4.00664 0.33050 -0.01439  -0.263
C6 -2.73669 0.14562 0.52565  0.002
C7 -1.61232 0.39511 -0.24108  -0.002
C8 -1.73243 0.82000 -1.55600  -0.236
C9 -2.99880 1.00475 -2.09972  0.004
C10 -4.12077 0.76093 -1.33920  0.012
H3 -5.10912 0.90221 -1.74672  0.120
H4 -3.09859 1.33817 -3.12168  0.123
N1 -0.58024 1.11802 -2.33469  -0.008
C11 0.25605 0.20173 -2.87215  -0.462
O2 1.24806 0.52335 -3.50219  0.067
C12 -0.11898 -1.26139 -2.67763  -0.074
C13 1.17118 -2.06840 -2.55785  -0.091
C14 2.01091 -1.54526 -1.40543  -0.424
O3 1.63308 -0.67731 -0.64516  0.058
N2 3.22219 -2.15803 -1.32059  0.156
C15 4.26924 -1.93668 -0.43024  -0.283
N3 5.33455 -2.68809 -0.68971  0.112
C16 6.39619 -2.56466 0.08620  -0.144
C17 6.45629 -1.69016 1.15854  -0.070
C18 5.33864 -0.91322 1.42827  -0.058
C19 4.21723 -1.03242 0.62842  0.003
H5 3.32947 -0.45217 0.80570  0.079
H6 5.34049 -0.22021 2.25675  0.101
H7 7.34595 -1.61976 1.76346  0.099
H8 7.23284 -3.20008 -0.17223  0.106
H9 3.46045 -2.85013 -2.02014  0.151
H10 0.95816 -3.12781 -2.40126  0.128
H11 1.75085 -1.95580 -3.47656  0.126
H12 -0.73651 -1.38750 -1.79079  0.109
H13 -0.68664 -1.59005 -3.55055  0.134
C20 -0.26749 2.52690 -2.47025  -0.028
H14 -1.15469 3.08453 -2.77990  0.133
C21 0.25685 3.15168 -1.17211  -0.462
O4 -0.07655 4.26630 -0.82367  0.059
N4 1.11069 2.37002 -0.49276  0.125
H15 1.34534 1.44931 -0.83978  0.111
C22 1.73301 2.77035 0.74231  -0.297
C23 3.26195 2.80412 0.66327  -0.134
C24 3.67904 2.80948 2.13007  -0.187
H16 4.70499 2.47065 2.26887  0.098
H17 3.60402 3.82397 2.52335  0.109
C25 2.66210 1.89712 2.83691  -0.177
H18 2.37425 2.31553 3.80077  0.102
H19 3.08978 0.91201 3.02411  0.090
C26 1.45510 1.78787 1.89049  -0.130
H20 0.51452 2.01334 2.39027  0.113
H21 1.38352 0.78189 1.47517  0.085
H22 3.63007 3.67014 0.11653  0.117
H23 3.61641 1.90113 0.16270  0.107
H24 1.34436 3.76548 0.97766  0.152
H25 0.50810 2.61897 -3.23737  0.134
H26 -0.63082 0.24743 0.18134  0.101
H27 -2.60432 -0.18052 1.54502  0.109
H28 -4.48250 0.16631 2.58204  0.120
H29 -6.19905 -0.19184 2.31410  0.131
H30 -4.66656 -2.13806 3.05177  0.115
H31 -4.01151 -2.11188 1.40977  0.107
H32 -5.82673 -3.80105 1.76621  0.104
H33 -7.13894 -3.28442 -0.25567  0.069
H34 -5.44024 -2.89070 -0.52961  0.076

Forces on atoms 1 to 3 (eV/Å):
C -0.13 -0.06 0.18
H -0.03 0.04 -0.12
C 0.22 0.05 -0.11

***

4.
Entry from the Open Molecules 2025 dataset: a molecular structure, C43H42N3O6P2S2V in a non-equilibrium geometry (ωB97M-V with the def2-TZVPD basis set).

Values from the calculation:
HOMO-LUMO gap (eV): 4.9
Max |F| (eV/A): 4.54
E (Ha): -4702.082385
Net charge: +2

Last column: Löwdin charge in e.
Cartesian coordinates (Å):
V1 -0.84585 -0.10096 0.16505  0.848
O1 1.05030 0.83230 4.94961  0.090
C1 -0.18438 1.32491 5.03034  -0.257
C2 -0.49652 2.09784 6.15177  0.014
C3 -1.75774 2.62236 6.31468  -0.033
C4 -2.74392 2.43024 5.34389  -0.066
C5 -2.44761 1.70832 4.21281  -0.021
C6 -1.17438 1.13665 4.02951  -0.095
C7 -0.85194 0.41893 2.81527  -0.370
O2 -1.53620 0.49955 1.72105  -0.155
N1 0.25349 -0.31013 2.76584  0.065
N2 0.44975 -0.84428 1.56919  -0.078
C8 1.26522 -1.86034 1.46652  0.026
C9 1.53277 -2.53279 0.23589  -0.105
C10 2.42429 -3.60861 0.11409  0.014
C11 2.57114 -4.25947 -1.09404  -0.024
C12 1.84827 -3.85250 -2.21461  -0.010
C13 0.95116 -2.80811 -2.13031  0.022
C14 0.78368 -2.14095 -0.91100  -0.253
O3 -0.06333 -1.16900 -0.72599  -0.240
H1 1.12577 0.21934 4.19035  0.073
H2 0.28360 2.23709 6.88429  0.130
H3 -1.98123 3.17826 7.21002  0.119
H4 -3.73189 2.83972 5.49477  0.116
H5 -3.19779 1.53842 3.45515  0.130
H6 1.74243 -2.22997 2.37362  0.163
H7 2.99892 -3.92187 0.97241  0.130
H8 3.24758 -5.09736 -1.17306  0.125
H9 1.98476 -4.35781 -3.15812  0.128
H10 0.36832 -2.48788 -2.98051  0.119
C15 -0.39980 8.20855 -1.43122  -0.401
S1 -0.39286 7.19866 -2.93338  0.808
C16 0.79656 5.88618 -2.48550  -0.490
C17 0.09254 4.72516 -1.79672  -0.260
C18 1.02592 3.52317 -1.63587  -0.216
N3 0.36279 2.35636 -1.06772  -0.412
P1 0.28994 1.98377 0.56052  1.066
C19 -0.90573 3.17879 1.25279  -0.299
C20 -1.95965 3.52121 0.40396  -0.091
C21 -2.90075 4.45547 0.79100  -0.038
C22 -2.81742 5.04039 2.04672  -0.034
C23 -1.79328 4.67991 2.90900  -0.047
C24 -0.84439 3.74360 2.52654  -0.092
C25 1.89607 2.33875 1.33679  -0.304
C26 2.13040 3.61547 1.84794  -0.083
C27 3.30019 3.88054 2.53637  -0.034
C28 4.25804 2.89152 2.68802  -0.033
C29 4.05973 1.64288 2.11727  -0.047
C30 2.87772 1.35572 1.45579  -0.094
P2 -0.46749 1.07490 -1.99487  1.055
C31 -1.51296 2.03812 -3.13556  -0.304
C32 -0.95262 2.55505 -4.30391  -0.081
C33 -1.74923 3.25512 -5.19576  -0.041
C34 -3.09855 3.43336 -4.93557  -0.037
C35 -3.65895 2.90782 -3.78108  -0.032
C36 -2.86996 2.21457 -2.87792  -0.097
C37 0.98190 0.41930 -2.86401  -0.314
C38 0.87187 -0.14914 -4.13079  -0.087
C39 2.00273 -0.64741 -4.75927  -0.046
C40 3.24270 -0.56754 -4.14153  -0.043
C41 3.35255 -0.01187 -2.87484  -0.043
C42 2.22546 0.47178 -2.23377  -0.080
H11 -0.88277 9.14480 -1.69195  0.034
H12 0.62279 8.39866 -1.12166  0.035
H13 -0.95872 7.71820 -0.63907  0.022
H14 1.57593 6.32525 -1.86512  0.081
H15 1.22960 5.56519 -3.43201  0.073
H16 -0.76139 4.43536 -2.41090  0.086
H17 -0.27253 5.03983 -0.81703  0.100
H18 1.87018 3.79198 -0.99114  0.122
H19 1.43019 3.24116 -2.61299  0.119
H20 -2.01395 3.06573 -0.57787  0.075
H21 -3.69396 4.73147 0.11241  0.120
H22 -3.55306 5.76886 2.35198  0.119
H23 -1.72951 5.12999 3.88777  0.120
H24 -0.05911 3.47065 3.21679  0.110
H25 1.39679 4.39391 1.70824  0.107
H26 3.45081 4.85604 2.96984  0.121
H27 5.15856 3.09140 3.24669  0.121
H28 4.81942 0.88355 2.20695  0.115
H29 2.71677 0.36698 1.03928  0.088
H30 0.09686 2.41219 -4.51674  0.108
H31 -1.32085 3.65119 -6.10514  0.120
H32 -3.71681 3.97486 -5.63528  0.120
H33 -4.71469 3.02485 -3.59127  0.121
H34 -3.31499 1.78414 -1.99134  0.091
H35 -0.09670 -0.20610 -4.60706  0.119
H36 1.91763 -1.08169 -5.74418  0.120
H37 4.12250 -0.93628 -4.64890  0.119
H38 4.31701 0.05404 -2.39249  0.117
H39 2.30883 0.89500 -1.23775  0.086
C43 -2.63267 -2.65202 -1.40907  -0.055
S2 -2.76317 -0.88958 -1.77544  0.564
O4 -2.58058 -0.17039 -0.48346  -0.379
O5 -4.00715 -0.61735 -2.39418  -0.203
O6 -1.57667 -0.54530 -2.63072  -0.408
H40 -3.61858 -3.08468 -1.53055  0.088
H41 -2.28791 -2.78147 -0.38515  0.077
H42 -1.95227 -3.10455 -2.12044  0.073

Forces on atoms 1 to 3 (eV/Å):
V -0.92 3.93 2.08
O 0.28 0.05 0.23
C -0.32 -0.05 -0.20

***

5.
Entry from the Open Molecules 2025 dataset: 2 unconnected molecules or ions with the total composition C2H5ClN2O2S in a non-equilibrium geometry (ωB97M-V with the def2-TZVPD basis set).

Values from the calculation:
HOMO-LUMO gap (eV): 8.9
Max |F| (eV/A): 4.08
E (Ha): -1197.394631

Last column: Löwdin charge in e.
Cartesian coordinates (Å):
C1 -0.41991 -1.42515 0.19208  -0.127
C2 1.70238 3.28923 -1.73427  -0.557
N1 1.49964 3.94417 0.50252  0.119
N2 1.76717 3.48170 -0.55265  -0.226
O1 1.98861 -0.62530 -0.17130  -0.367
O2 0.59834 1.09511 0.74864  -0.396
S1 0.69994 -0.04168 -0.17551  0.642
Cl1 2.83398 2.70571 -2.87250  0.585
H1 0.11344 -2.36261 -0.16086  0.101
H2 -0.58695 -1.50907 1.18498  0.024
H3 -1.32669 -1.28834 -0.28404  0.032
H4 0.44918 0.49540 -1.51446  0.108
H5 1.40197 3.16134 1.14829  0.063

Forces on atoms 1 to 3 (eV/Å):
C 2.62 -0.55 -3.08
C -0.05 -1.04 -1.19
N 0.14 1.13 3.58

***

So what do the calculations give for relative energy (zero: lowest compared OMol25 entry of this formula, charge and spin)? Going down the list: 1.531, 6.036, 0.478, 2.424, 2.036 eV.